Computed, not measured: the molecule C7H13N, with ωB97M-V with the def2-TZVPD basis set.

```
21
C7H13N (ωB97M-V with the def2-TZVPD basis set)
C -1.414 0.786 -3.138
C -1.070 -0.149 -2.018
C -1.630 -0.084 -0.817
C -1.264 -1.106 0.275
N 0.129 -1.193 0.638
C 0.626 -0.101 1.366
C 1.907 0.259 1.428
C 2.523 1.196 2.410
H -0.724 1.625 -3.272
H -2.383 1.248 -2.945
H -1.375 0.312 -4.109
H -0.363 -0.936 -2.264
H -2.218 0.773 -0.505
H -1.662 -2.064 -0.043
H -1.825 -0.836 1.165
H 0.738 -1.395 -0.149
H -0.146 0.297 2.011
H 2.533 -0.197 0.664
H 3.242 0.699 3.051
H 1.791 1.720 3.033
H 2.968 2.055 1.900
```

Its highest occupied orbital energy is -7.7791 eV. The SMILES is C/C=C/CN/C=C/C.

Computed, not measured: a cluster of 2 separate species, C7H13N in total, with ωB97M-V with the def2-TZVPD basis set.

```
21
C7H13N (ωB97M-V with the def2-TZVPD basis set)
C 0.905 2.193 0.365
C 0.447 1.004 -0.348
C -0.286 1.436 -1.590
C 0.677 -0.210 0.161
C 1.166 -0.433 1.524
C 0.249 -1.491 -0.462
H 1.136 2.962 -0.378
H 1.676 1.928 1.076
H 0.105 2.521 0.981
H 0.467 1.958 -2.197
H -1.175 1.950 -1.415
H -0.535 0.497 -2.114
H 2.368 -0.489 1.514
H 1.034 -1.426 1.943
H 0.844 0.368 2.224
H 1.054 -2.235 -0.262
H 0.003 -1.488 -1.623
H -0.671 -1.855 -0.143
C -3.150 -2.378 0.194
N -2.467 -2.210 1.120
H -3.847 -2.603 -0.570
```

Its highest occupied orbital energy is -8.1462 eV. The SMILES is CC(C)=C(C)C.C#N.

Computed, not measured: the molecule C7H13N, with ωB97M-V with the def2-TZVPD basis set.

```
21
C7H13N (ωB97M-V with the def2-TZVPD basis set)
C 0.561 1.422 2.169
N 0.740 0.242 1.359
C 0.970 0.354 -0.064
C 1.004 -0.251 -1.544
C -0.586 -0.052 -1.847
C -1.322 0.239 -0.464
C -0.289 -0.292 0.540
C -0.306 -1.807 0.544
H 1.542 1.921 2.113
H 0.399 1.094 3.203
H -0.273 2.127 1.940
H 0.898 1.401 -0.266
H 1.576 0.353 -2.292
H 1.347 -1.238 -1.631
H -0.594 0.874 -2.439
H -1.014 -0.918 -2.317
H -1.460 1.307 -0.357
H -2.342 -0.220 -0.356
H 0.585 -2.082 1.139
H -0.274 -2.206 -0.482
H -1.164 -2.266 1.053
```

Its highest occupied orbital energy is -7.6890 eV. The SMILES is CN1[C@H]2CCC[C@@]21C.

Computed, not measured: the molecule C7H13N, with ωB97M-V with the def2-TZVPD basis set.

```
21
C7H13N (ωB97M-V with the def2-TZVPD basis set)
C 2.168 -0.583 1.312
C 1.571 0.227 0.373
C 0.138 0.114 0.113
C -0.866 0.283 1.206
C -1.356 1.694 1.548
C -0.258 -0.431 -1.080
C 0.653 -0.555 -2.219
N -1.593 -0.930 -1.246
H 3.209 -0.421 1.577
H 1.527 -1.092 1.889
H 2.261 0.856 -0.213
H -0.472 -0.009 2.273
H -1.677 -0.512 1.028
H -0.591 2.477 1.583
H -2.165 1.975 0.821
H -1.768 1.571 2.523
H 0.911 0.487 -2.626
H 0.302 -1.087 -3.112
H 1.525 -0.994 -1.734
H -2.001 -0.772 -2.200
H -2.211 -0.469 -0.603
```

Its highest occupied orbital energy is -7.6436 eV. The SMILES is C=C/C(CC)=C(\C)N.

What is the highest occupied orbital energy in the third record?
-7.6890 eV

Which formula does entry 4 have?
C7H13N